# 1
C45H47FeN4O2P2S2 as an isolated structure in a non-equilibrium geometry. Source: OMol25; level of theory: ωB97M-V/def2-TZVPD.

Summary:
* LUMO energy (spin up / spin down): -3.99 / -4.01 eV
* HOMO energy (spin up / spin down): -9.226 / -9.297 eV
* gap between HOMO and LUMO (spin up / spin down): 5.233 / 5.290 eV
* spin multiplicity: 5
* total charge: +1

Each line ends with the Mulliken spin population.
CARTESIAN COORDINATES (ANGSTROEM)
Fe -0.1468 0.1496 0.0579  3.362
C -2.3903 0.2821 -2.6637  -0.003
O -1.0300 0.3347 -2.2230  0.053
C -0.1217 -0.4383 -2.9237  -0.059
C 0.0962 -0.3412 -4.2877  -0.002
C 1.0337 -1.1671 -4.8915  -0.003
C 1.7240 -2.1173 -4.1533  0.002
C 1.5003 -2.2363 -2.7972  0.008
C 0.5912 -1.3871 -2.1708  0.064
N 0.2838 -1.4677 -0.8210  0.035
N 0.4007 -2.6051 -0.2557  0.041
C -0.2086 -2.9291 0.8732  0.000
C -1.3651 -2.1723 1.3172  0.033
O -1.6916 -1.0964 0.7404  0.101
C -2.1138 -2.6932 2.4167  0.011
C -1.6840 -3.7767 3.1073  -0.002
C -0.5081 -4.4898 2.7345  0.006
C -0.0440 -5.5764 3.4850  -0.004
C 1.1104 -6.2347 3.1321  0.007
C 1.8240 -5.8423 1.9988  -0.004
C 1.3803 -4.7880 1.2365  0.014
C 0.2201 -4.0866 1.5927  -0.018
H -2.5174 -0.4852 -3.4287  0.000
H -3.0014 0.0435 -1.7912  -0.002
H -2.6943 1.2550 -3.0589  0.001
H -0.4730 0.3594 -4.8789  0.000
H 1.2190 -1.0690 -5.9487  0.000
H 2.4291 -2.7734 -4.6392  0.000
H 1.9936 -2.9865 -2.1981  0.002
H -2.9944 -2.1426 2.7100  -0.001
H -2.2246 -4.1085 3.9837  0.000
H -0.6122 -5.8906 4.3476  0.000
H 1.4627 -7.0648 3.7231  0.000
H 2.7252 -6.3699 1.7215  0.000
H 1.9123 -4.4865 0.3468  -0.002
C 3.2781 -1.2831 0.3054  0.010
P 2.3667 0.3117 0.2232  0.044
C 3.2914 1.2085 1.5430  0.012
C 3.1115 1.1781 -1.2084  0.019
C 4.4393 0.9984 -1.5777  -0.006
C 5.0037 1.8040 -2.5502  0.001
C 4.2449 2.7878 -3.1641  0.000
C 2.9165 2.9610 -2.8214  -0.001
C 2.3464 2.1642 -1.8357  0.023
P 0.6315 2.3803 -1.2361  0.034
C -0.2029 3.2322 -2.6396  0.021
C 0.9156 3.8432 -0.1433  0.010
H 4.2985 -1.1214 0.6474  0.000
H 3.2840 -1.7766 -0.6647  0.002
H 2.7564 -1.9120 1.0266  0.000
H 4.3176 1.3916 1.2198  -0.001
H 3.2833 0.5635 2.4208  -0.001
H 2.8082 2.1570 1.7730  0.001
H 5.0447 0.2462 -1.0946  0.001
H 6.0433 1.6823 -2.8179  0.000
H 4.6934 3.4341 -3.9021  0.000
H 2.3402 3.7363 -3.3046  0.001
H 0.1294 4.2672 -2.7159  0.004
H -1.2766 3.2218 -2.4519  -0.004
H -0.0023 2.7086 -3.5717  0.000
H 1.5618 4.5670 -0.6399  -0.001
H 1.3895 3.5294 0.7865  -0.001
H -0.0450 4.3044 0.0909  0.000
S -1.2642 1.7878 1.2310  0.029
C -0.7414 1.9680 2.8589  0.036
N -1.0191 3.1300 3.5058  0.035
C -0.4935 3.3262 4.8350  -0.002
C -0.5996 2.0184 5.6086  0.000
N 0.0948 0.9848 4.8806  0.008
C 0.7766 -0.0176 5.6685  -0.001
C 2.0157 0.5565 6.3113  0.000
C 2.9889 1.1416 5.5114  0.002
C 4.1371 1.6691 6.0712  0.000
C 4.3215 1.6237 7.4433  0.000
C 3.3476 1.0600 8.2489  0.000
C 2.1971 0.5313 7.6865  0.000
C -0.0436 0.9353 3.5332  0.024
S 0.6322 -0.3701 2.6619  0.062
C -1.7872 4.2058 2.9183  -0.005
C -3.1341 4.3536 3.5792  0.002
C -4.0907 3.3574 3.4221  0.002
C -5.3311 3.4826 4.0192  0.001
C -5.6247 4.6038 4.7801  0.000
C -4.6748 5.5978 4.9413  0.000
C -3.4322 5.4722 4.3446  0.000
H -1.0683 4.1069 5.3357  0.000
H 0.5614 3.6353 4.7916  0.002
H -1.6580 1.7524 5.7300  0.001
H -0.1427 2.1171 6.5947  0.000
H 1.0428 -0.8481 5.0087  0.001
H 0.0872 -0.3880 6.4343  0.000
H 2.8382 1.1771 4.4434  0.000
H 4.8884 2.1165 5.4382  0.000
H 5.2246 2.0218 7.8820  0.000
H 3.4797 1.0362 9.3195  0.000
H 1.4423 0.0901 8.3212  0.000
H -1.9266 3.9710 1.8611  0.001
H -1.2163 5.1357 3.0093  0.000
H -3.8562 2.4912 2.8200  0.000
H -6.0767 2.7128 3.8846  0.000
H -6.5946 4.7062 5.2424  0.000
H -4.9004 6.4760 5.5277  0.000
H -2.6958 6.2553 4.4629  0.000

---

# 2
C39H40F3N3O3PPtSe as an isolated structure in a non-equilibrium geometry. Source: OMol25; level of theory: ωB97M-V/def2-TZVPD.

Summary:
* LUMO energy: 1.70 eV
* HOMO energy: -2.691 eV
* gap between HOMO and LUMO: 4.388 eV
* total charge: -1

Each line ends with the Mulliken charge.
CARTESIAN COORDINATES (ANGSTROEM)
Pt -0.2744 0.4065 0.1351  4.044
C -3.2538 -1.1079 1.6962  -1.274
C -2.3825 -1.0903 2.9419  0.898
C -1.5363 -2.3578 3.0136  -1.375
C -1.4805 0.1673 2.9619  -0.533
C -0.9554 0.4583 4.3794  -0.879
O 0.3814 0.0232 4.3648  -0.493
C 0.7588 -0.0923 3.0369  0.325
N -0.2599 0.0021 2.1921  0.031
C 2.1331 -0.3017 2.8235  -0.275
C 2.9663 -0.5230 3.9598  -0.879
C 4.3138 -0.6957 3.8533  -0.734
C 4.9453 -0.6248 2.5989  -0.791
C 4.1714 -0.4143 1.4786  -0.642
C 2.7883 -0.2643 1.5520  0.821
P 1.9431 -0.0997 -0.0247  0.431
C 2.6175 -1.5649 -0.8662  1.279
C 3.3732 -1.6255 -2.0320  -0.761
C 3.9002 -2.8312 -2.4601  -0.812
C 3.6919 -3.9915 -1.7356  -0.676
C 2.9338 -3.9428 -0.5716  -0.722
C 2.4022 -2.7452 -0.1468  -0.027
C 2.6599 1.4706 -0.6278  0.968
C 2.5866 2.4749 0.3412  -0.414
C 3.1002 3.7322 0.0990  -0.695
C 3.7068 4.0081 -1.1167  -0.589
C 3.7413 3.0341 -2.0991  -0.873
C 3.1991 1.7788 -1.8691  -0.644
H -3.7517 -2.0710 1.6003  0.584
H -2.6344 -0.9376 0.8141  -0.517
H -4.0078 -0.3214 1.7280  0.345
H -3.0313 -1.0327 3.8276  0.400
H -0.9502 -2.4347 2.0998  -0.234
H -2.1680 -3.2403 3.0974  0.600
H -0.8585 -2.3333 3.8639  0.451
H -2.0565 1.0148 2.5757  0.303
H -1.4970 -0.0889 5.1549  0.402
H -0.9786 1.5330 4.6151  0.230
H 2.4876 -0.5663 4.9259  0.515
H 4.9069 -0.8926 4.7384  0.402
H 6.0157 -0.7338 2.5172  0.440
H 4.6389 -0.3635 0.5016  0.408
H 3.5597 -0.7411 -2.6172  0.045
H 4.4794 -2.8617 -3.3753  0.418
H 4.1132 -4.9302 -2.0745  0.368
H 2.7646 -4.8429 0.0014  0.439
H 1.8207 -2.6900 0.7623  0.234
H 2.1050 2.2583 1.2844  -0.074
H 3.0324 4.4950 0.8608  0.449
H 4.1333 4.9840 -1.3070  0.374
H 4.1975 3.2461 -3.0572  0.404
H 3.1846 1.0654 -2.6759  0.373
C -5.1090 -6.6198 0.2523  -1.557
C -4.0762 -5.5560 0.0108  0.824
C -2.7563 -5.7218 0.3994  -1.058
C -1.7881 -4.7714 0.1098  1.021
C -0.3714 -5.0216 0.5219  -1.400
C -2.1528 -3.6092 -0.5871  0.605
Se -0.8243 -2.3238 -1.1104  0.040
C -3.4890 -3.4129 -0.9719  0.424
C -3.9171 -2.2229 -1.7683  -1.178
C -4.4220 -4.3883 -0.6557  -1.098
H -4.7278 -7.3855 0.9237  0.341
H -5.3820 -7.0964 -0.6907  0.305
H -6.0100 -6.1843 0.6802  0.348
H -2.4675 -6.6181 0.9362  0.241
H -0.2227 -6.0662 0.7869  0.365
H -0.1123 -4.4062 1.3813  0.287
H 0.3006 -4.7551 -0.2898  0.105
H -3.4706 -1.2968 -1.4107  -0.109
H -5.0002 -2.1105 -1.7385  0.341
H -3.6028 -2.3529 -2.8054  0.343
H -5.4504 -4.2387 -0.9589  0.327
F 0.0107 2.1573 -2.0480  -0.266
C -0.2619 0.8301 -1.8213  -0.234
F 0.7022 0.1895 -2.5627  -0.148
F -1.3918 0.6107 -2.5363  -0.115
C -4.7582 3.0569 -1.8448  -1.052
N -3.6799 3.0329 -0.8874  0.202
C -3.1598 4.1720 -0.3771  0.051
C -2.0861 4.1527 0.4328  -1.207
C -1.3961 2.8946 0.6405  0.647
O -0.3179 2.8157 1.2351  -0.616
N -1.9824 1.7660 0.1492  -0.543
C -3.1316 1.7681 -0.5501  -0.333
O -3.7409 0.7740 -0.8949  -0.668
H -5.3015 3.9971 -1.7662  0.360
H -5.4238 2.2176 -1.6459  0.302
H -4.3654 2.9456 -2.8587  0.293
H -3.6710 5.0891 -0.6501  0.301
H -1.6683 5.0489 0.8593  0.438